{"formula": "C3H9N2S", "method": "ωB97M-V/def2-TZVPD", "relative_energy_kj_mol": 202.3, "homo_lumo_gap_ev": [7.54, 6.66], "homo_energy_ev": [-11.0809, -14.0619], "total_charge": 1, "largest_force_ev_per_a": 5.1, "multiplicity": 3, "energy_ev": -17059.8020, "symbols": ["H", "H", "C", "H", "H", "H", "N", "C", "H", "H", "S", "H", "C", "N", "H"], "coordinates": [[-0.797, -2.415, -0.370], [0.163, 0.118, 1.353], [0.261, 0.286, 0.293], [2.210, -0.839, 0.541], [0.649, 2.034, 0.974], [2.087, 0.286, -0.758], [-1.502, -2.000, 0.193], [1.500, -0.390, -0.238], [0.770, 1.898, -0.870], [-2.379, -2.290, -0.157], [-2.476, 0.833, -0.093], [-0.768, 2.009, 0.081], [-1.186, -0.144, -0.034], [0.206, 1.817, 0.087], [1.261, -1.205, -1.000]], "forces_ev_per_a": [[0.77, -0.42, -0.89], [0.90, 0.41, 0.89], [-2.78, -1.40, 1.23], [-1.42, 0.66, -0.83], [0.52, 1.57, -0.47], [1.29, 1.51, -1.21], [1.53, 4.11, 1.45], [-0.21, -2.94, 0.16], [-1.60, 0.96, 2.71], [-1.45, 0.07, -0.60], [-1.42, -0.36, 0.12], [-1.10, 1.19, -0.44], [1.05, -3.45, -1.55], [3.76, -2.94, -1.66], [0.17, 1.04, 1.10]], "lowdin_charge": [0.02, 0.13, -0.40, 0.13, 0.17, 0.04, 0.16, -0.03, 0.24, 0.03, 0.83, 0.00, -0.65, 0.19, 0.12]}

***

{"formula": "C4H9N3O2", "method": "ωB97M-V/def2-TZVPD", "relative_energy_kj_mol": 240.6, "homo_lumo_gap_ev": 8.92, "homo_energy_ev": -7.9795, "smiles": "CN/N=C(/N)C(=O)OC", "largest_force_ev_per_a": 3.8, "energy_ev": -12857.4343, "symbols": ["H", "H", "O", "C", "H", "N", "O", "H", "H", "C", "N", "H", "C", "C", "H", "N", "H", "H"], "coordinates": [[2.350, -0.629, 1.553], [1.356, 3.078, -0.432], [-1.824, 1.288, 0.856], [0.483, 1.297, 0.009], [-2.524, -1.997, -0.608], [1.615, -0.619, 0.888], [-1.189, -0.487, -0.286], [-0.399, 3.025, -0.542], [1.887, -2.425, -0.052], [-2.431, -1.074, -0.039], [0.482, 2.541, -0.501], [-2.544, -1.374, 1.018], [-0.948, 0.692, 0.329], [1.807, -1.382, -0.315], [-3.210, -0.351, -0.445], [1.541, 0.757, 0.505], [0.911, -1.295, -0.925], [2.639, -1.045, -1.012]], "forces_ev_per_a": [[0.92, -0.36, 0.17], [-0.83, -0.47, -0.03], [-0.40, 1.10, 1.31], [-0.48, -2.57, 2.76], [0.42, 0.10, -0.25], [-2.12, 1.31, -0.59], [2.01, 0.02, 0.23], [0.17, 0.13, 0.11], [0.36, -0.39, 0.00], [-1.92, 0.35, -0.33], [0.45, 0.80, -0.39], [-0.19, 0.66, -0.36], [0.67, -0.44, -2.83], [0.54, -0.17, -1.14], [0.52, -1.03, 1.07], [0.43, 1.30, -0.93], [-0.10, -0.03, 0.14], [-0.45, -0.31, 1.07]], "lowdin_charge": [0.09, 0.12, 0.14, -0.33, 0.09, -0.12, -0.07, 0.10, 0.07, -0.07, 0.13, 0.11, -0.41, -0.15, 0.12, 0.03, 0.06, 0.09]}

***

{"formula": "C10H16O", "method": "ωB97M-V/def2-TZVPD", "relative_energy_kj_mol": 222.5, "homo_lumo_gap_ev": [3.13, 6.92], "homo_energy_ev": [0.7264, -3.1257], "total_charge": -1, "largest_force_ev_per_a": 6.3, "multiplicity": 2, "energy_ev": -12673.4252, "symbols": ["H", "H", "H", "C", "H", "H", "H", "H", "C", "C", "H", "C", "C", "C", "H", "H", "C", "O", "H", "C", "C", "H", "H", "C", "H", "H", "H"], "coordinates": [[-0.047, 0.314, -3.459], [-0.137, -1.966, -0.381], [1.419, 3.237, -0.470], [-0.842, 1.609, 1.424], [1.878, 0.539, -0.192], [1.577, -1.266, 1.500], [-1.457, 2.615, 1.441], [0.198, 3.778, 0.630], [0.866, -0.481, 1.392], [-1.257, 0.521, 2.240], [-1.766, -0.917, -2.013], [1.113, 0.589, 0.544], [-0.855, -1.482, -2.407], [0.956, 3.015, 0.525], [-1.487, -3.060, -1.004], [1.171, -0.729, -2.848], [0.263, -0.338, -2.632], [-0.259, -1.193, 3.351], [0.264, -3.151, -1.428], [-0.539, -2.487, -1.218], [-0.262, -0.452, 2.179], [-0.963, -1.994, -3.414], [-0.051, -2.139, 3.109], [0.388, 1.759, 0.809], [0.299, 0.278, -1.879], [1.710, 3.044, 1.313], [-2.182, 0.356, 2.888]], "forces_ev_per_a": [[-0.04, -0.35, -0.28], [-0.46, 0.77, 0.98], [-0.03, -0.72, 0.49], [-1.44, 3.94, 0.45], [0.75, 0.19, -0.44], [0.48, -0.62, 0.32], [0.95, -1.78, 0.28], [-0.06, 0.62, 0.42], [-1.42, -0.43, 0.46], [-0.70, 0.02, -0.82], [0.81, -0.85, -1.21], [0.89, -0.02, -0.24], [0.86, 1.10, 0.77], [0.86, 2.65, -0.96], [1.13, 0.51, 0.13], [2.95, -1.32, -0.61], [-4.48, -2.78, -3.40], [0.02, -3.37, 0.42], [0.56, -1.00, -0.74], [-1.39, 0.46, -1.72], [0.92, -0.61, 1.28], [-0.48, 0.43, 1.33], [-0.18, 1.45, 0.47], [-2.89, -3.01, -0.58], [0.39, 2.97, 4.57], [0.50, 1.09, -0.14], [1.50, 0.64, -1.22]], "lowdin_charge": [0.07, 0.02, 0.08, -0.12, 0.06, 0.09, 0.11, 0.06, -0.13, -0.11, 0.10, -0.17, -0.24, -0.13, 0.07, 0.03, -0.09, -0.07, 0.04, -0.12, -0.44, 0.09, 0.10, -0.43, -0.03, 0.08, 0.09]}